No. 1
This record from the Open Molecules 2025 dataset describes C13H17NO4S as an isolated structure in a non-equilibrium geometry. The level of theory is ωB97M-V/def2-TZVPD.

ΔE to the lowest compared entry with this formula, charge and spin in kJ/mol: 1323.5
Gap between HOMO and LUMO in eV: 8.96
LUMO level in eV: 0.3
Total energy in hartree: -1259.02793

CARTESIAN COORDINATES (ANGSTROEM)
C (-0.805, 3.454, 3.352)
C (-0.278, 2.218, 3.925)
C (0.345, 1.043, 3.325)
C (0.565, 0.968, 1.977)
O (0.420, 1.933, 1.045)
O (1.020, -0.191, 1.867)
C (1.106, -0.510, 0.543)
H (2.169, 0.116, 0.043)
H (1.776, -1.591, 0.519)
C (-0.036, -0.490, -0.345)
O (-0.999, -1.095, 0.308)
N (0.203, -0.005, -1.410)
H (0.990, 0.517, -1.978)
C (-1.055, 0.014, -2.410)
H (-1.844, -0.045, -1.863)
H (-1.232, 1.134, -2.744)
C (-1.024, -0.769, -3.661)
C (-0.935, -2.318, -3.088)
H (-1.392, -3.078, -3.807)
C (0.535, -2.796, -3.286)
H (1.307, -2.424, -2.437)
C (0.886, -1.907, -4.349)
H (0.655, -2.367, -5.415)
O (0.162, -0.683, -4.174)
H (2.345, -1.640, -4.556)
H (0.780, -3.818, -3.656)
H (-1.210, -2.288, -2.143)
H (-1.669, -0.871, -4.264)
S (0.568, -0.076, 4.658)
C (0.017, 0.853, 5.843)
C (-0.288, 1.980, 5.485)
H (-0.681, 2.876, 6.142)
H (0.131, 0.414, 6.861)
H (-0.673, 3.518, 2.292)
H (-0.140, 4.411, 3.719)
H (-1.717, 3.514, 3.682)

=====

No. 2
This record from the Open Molecules 2025 dataset describes a 2-piece molecular cluster, C27H32BF3O4S overall in a non-equilibrium geometry. The level of theory is ωB97M-V/def2-TZVPD.

ΔE to the lowest compared entry with this formula, charge and spin in kJ/mol: 279.0
Gap between HOMO and LUMO in eV: 4.52
LUMO level in eV: -2.2
Total energy in hartree: -2071.59407

CARTESIAN COORDINATES (ANGSTROEM)
C (-2.346, -5.842, -1.850)
O (-1.354, -5.653, -0.814)
C (-0.550, -4.558, -0.876)
C (0.372, -4.383, 0.185)
C (1.086, -3.221, 0.299)
C (0.926, -2.180, -0.641)
C (1.713, -0.979, -0.493)
O (2.555, -0.643, -1.444)
C (3.294, -1.593, -2.252)
C (0.057, -2.382, -1.742)
C (-0.656, -3.557, -1.873)
H (-2.875, -6.746, -1.554)
H (-3.043, -4.988, -1.884)
H (-1.870, -5.978, -2.832)
H (0.449, -5.178, 0.925)
H (1.781, -3.078, 1.127)
H (1.954, -0.579, 0.491)
H (2.782, -1.704, -3.213)
H (4.271, -1.140, -2.395)
H (3.396, -2.566, -1.764)
H (-0.066, -1.579, -2.475)
H (-1.341, -3.685, -2.719)
C (-0.094, 5.062, 4.355)
C (-0.431, 4.109, 3.279)
C (-1.656, 3.928, 2.669)
C (-1.643, 2.925, 1.637)
C (-0.416, 2.314, 1.499)
B (-0.009, 1.289, 0.241)
C (-0.568, -0.071, 1.005)
C (-1.715, -0.701, 0.542)
C (-2.167, -1.880, 1.153)
C (-1.452, -2.409, 2.220)
C (-1.835, -3.752, 2.791)
F (-0.732, -4.450, 3.215)
F (-2.674, -3.643, 3.860)
F (-2.463, -4.540, 1.866)
C (-0.365, -1.730, 2.759)
C (0.060, -0.547, 2.148)
O (-0.831, 1.641, -0.860)
C (-0.013, 2.327, -1.796)
C (0.209, 1.402, -2.984)
C (-0.765, 3.565, -2.262)
C (1.355, 2.620, -0.996)
C (2.638, 2.447, -1.786)
C (1.355, 4.005, -0.373)
O (1.354, 1.610, 0.026)
S (0.724, 2.968, 2.624)
H (-0.916, 5.761, 4.535)
H (0.112, 4.532, 5.291)
H (0.794, 5.638, 4.078)
H (-2.528, 4.509, 2.951)
H (-2.533, 2.657, 1.079)
H (-2.265, -0.306, -0.312)
H (-3.049, -2.391, 0.774)
H (0.174, -2.139, 3.610)
H (0.915, -0.009, 2.561)
H (0.734, 1.938, -3.784)
H (0.792, 0.516, -2.700)
H (-0.763, 1.070, -3.362)
H (-0.153, 4.126, -2.983)
H (-1.690, 3.260, -2.767)
H (-1.042, 4.223, -1.432)
H (2.598, 3.029, -2.716)
H (3.467, 2.839, -1.187)
H (2.839, 1.398, -1.996)
H (1.478, 4.749, -1.175)
H (0.432, 4.214, 0.177)
H (2.199, 4.110, 0.317)